Record 1
Entry from the Open Molecules 2025 dataset: C7H16O2Si in the gas phase (ωB97M-V/def2-TZVPD).

Last column: Mulliken charge in e.
Positions of all 26 atoms, in Å:
C: -0.40 0.11 2.89  -0.711
O: -1.30 0.03 1.79  -0.411
C: -1.09 0.92 0.81  1.009
O: 0.31 0.57 0.01  -0.311
Si: 0.82 -0.64 -0.92  0.287
C: -0.34 -1.05 -2.38  -1.104
C: 1.15 -2.24 0.08  -1.115
C: 2.47 0.09 -1.55  -1.059
C: -1.40 2.37 0.83  -0.691
C: -2.19 1.43 -0.05  -0.638
H: -0.62 -0.76 3.51  0.243
H: -0.57 1.03 3.47  0.320
H: 0.63 0.08 2.55  0.291
H: -0.55 -0.17 -2.98  0.303
H: 0.11 -1.80 -3.04  0.398
H: -1.29 -1.45 -2.03  0.326
H: 0.38 -2.39 0.83  0.325
H: 1.17 -3.12 -0.55  0.381
H: 2.10 -2.18 0.60  0.310
H: 3.05 -0.65 -2.08  0.340
H: 2.29 0.93 -2.22  0.284
H: 3.07 0.46 -0.72  0.293
H: -0.71 3.04 0.34  0.230
H: -1.87 2.77 1.72  0.263
H: -3.20 1.16 0.25  0.238
H: -2.03 1.46 -1.11  0.199

As for the total charge: 0. For the energy above the lowest of the compared OMol25 structures with the same formula, charge and spin, the calculation gives 35.94 kcal/mol. As for the SMILES: COC1(O[Si](C)(C)C)CC1. Its molar mass is 160.29 g/mol. The HOMO energy comes out at -0.3557 Eh.

Record 2
Entry from the Open Molecules 2025 dataset: a molecular structure, C7H17BBeCl15 (ωB97M-V/def2-TZVPD).

Last column: Mulliken charge in e.
Positions of all 41 atoms, in Å:
Be: -1.71 -1.52 1.86  0.918
B: -0.26 0.38 0.99  1.413
H: -0.08 -0.46 0.33  -0.468
H: 0.05 0.15 2.00  -0.294
H: 0.24 1.24 0.59  -0.240
H: -1.33 0.50 0.90  -0.464
C: 2.32 1.09 3.40  0.764
Cl: 1.97 2.58 4.38  -0.114
Cl: 1.76 -0.37 4.28  -0.144
Cl: 4.08 0.87 3.10  -0.117
H: 1.81 1.14 2.44  -0.448
C: -0.86 -3.09 -3.29  -0.513
Cl: -0.50 -4.78 -3.03  -0.132
Cl: -1.06 -2.10 -1.79  0.028
H: -0.08 -2.62 -3.89  0.296
H: -1.81 -3.10 -3.83  0.347
C: -1.75 4.15 0.84  0.378
Cl: -2.95 4.77 -0.28  -0.141
Cl: -2.57 3.74 2.34  -0.164
H: -1.38 3.23 0.39  -0.416
H: -0.96 4.86 1.04  0.364
C: -4.49 0.95 -0.30  -0.403
Cl: -4.13 0.24 1.28  -0.130
Cl: -2.93 0.96 -1.16  -0.014
H: -5.24 0.41 -0.87  0.388
H: -4.81 1.99 -0.21  0.277
C: 0.31 2.30 -2.50  0.326
Cl: -0.90 3.04 -3.57  -0.148
Cl: 1.57 1.37 -3.36  -0.133
H: 0.77 3.19 -2.08  0.301
H: -0.18 1.70 -1.73  -0.352
C: 2.08 -4.50 1.52  -0.423
Cl: 1.07 -2.95 1.34  -0.006
Cl: 1.04 -5.79 2.03  -0.126
H: 2.57 -4.75 0.58  0.319
H: 2.78 -4.42 2.35  0.333
C: 3.07 -0.85 -1.08  0.116
Cl: 2.34 -1.97 -2.25  -0.108
Cl: 4.54 -0.10 -1.74  -0.132
H: 2.35 -0.06 -0.85  -0.185
H: 3.25 -1.43 -0.17  0.248

As for the total charge: +1. For the energy above the lowest of the compared OMol25 structures with the same formula, charge and spin, the calculation gives 55.11 kcal/mol. Its molar mass is 652.83 g/mol. The HOMO energy comes out at -0.4761 Eh.

Record 3
Entry from the Open Molecules 2025 dataset: 2 unconnected molecules or ions with the total composition C7H17BBrF4INO6P2S (ωB97M-V/def2-TZVPD).

Last column: Mulliken charge in e.
Positions of all 41 atoms, in Å:
C: 3.52 1.41 0.03  -1.152
C: 3.67 -0.12 -0.15  -0.270
C: 3.30 -0.97 1.08  -0.866
C: 2.04 -1.81 0.93  -0.565
O: 0.90 -1.01 1.27  -0.154
C: -0.27 -1.66 1.23  -0.468
I: -0.65 -2.56 3.24  -0.104
O: -1.26 -0.75 0.97  -0.358
C: -2.45 -1.16 0.30  0.790
O: -2.97 -2.35 0.83  -0.689
C: -3.40 0.04 0.49  -0.583
N: -3.06 1.13 -0.39  -0.539
P: -5.23 -0.44 0.67  0.065
O: -5.76 0.98 0.03  -0.473
Br: -5.74 -1.85 -1.01  -0.212
P: -1.99 -1.59 -1.49  0.828
O: -3.20 -1.06 -2.40  -0.459
O: -2.27 -3.16 -1.45  -0.560
S: -0.27 -0.99 -2.09  -0.393
H: 2.60 1.76 -0.44  0.258
H: 3.49 1.69 1.08  0.322
H: 4.34 1.94 -0.45  0.315
H: 4.70 -0.34 -0.43  0.378
H: 3.04 -0.44 -0.99  0.199
H: 4.11 -1.67 1.32  0.422
H: 3.17 -0.33 1.96  0.359
H: 2.07 -2.69 1.59  0.391
H: 1.92 -2.15 -0.10  0.375
H: -0.28 -2.52 0.55  0.559
H: -3.11 -2.24 1.79  0.397
H: -3.18 0.36 1.51  0.653
H: -3.43 2.00 -0.03  0.287
H: -3.48 1.00 -1.30  0.219
H: -6.73 0.99 -0.02  0.337
H: -2.78 -0.63 -3.17  0.296
H: -2.43 -3.50 -0.55  0.391
B: 4.22 4.95 -0.88  0.642
F: 3.39 5.33 0.20  -0.416
F: 5.38 4.32 -0.39  -0.420
F: 3.52 4.04 -1.71  -0.405
F: 4.57 6.09 -1.63  -0.397

As for the total charge: -1. Its molar mass is 598.84 g/mol. The HOMO energy comes out at -0.2718 Eh.

Record 4
Entry from the Open Molecules 2025 dataset: 2 unconnected molecules or ions with the total composition C7H17BF4NO2SSi (ωB97M-V/def2-TZVPD).

Last column: Mulliken charge in e.
Positions of all 34 atoms, in Å:
C: 3.49 -1.57 0.81  -1.177
Si: 1.86 -0.79 0.26  0.417
C: 1.96 1.04 0.71  -0.973
C: 1.61 -0.97 -1.59  -1.004
N: 0.53 -1.45 1.25  -0.095
C: -0.27 -2.40 0.63  0.351
O: 0.09 -3.25 -0.10  -0.490
O: -1.59 -2.32 0.96  -0.385
C: -2.16 -1.02 0.77  -0.435
C: -2.43 -0.72 -0.71  -0.521
C: -3.88 -0.87 -1.10  -0.787
S: -5.01 0.25 -0.22  -0.278
H: 3.60 -1.45 1.88  0.339
H: 4.30 -1.06 0.31  0.329
H: 3.51 -2.61 0.51  0.312
H: 2.46 1.11 1.67  0.317
H: 2.44 1.63 -0.06  0.327
H: 0.96 1.41 0.82  0.236
H: 0.58 -1.03 -1.91  0.244
H: 2.14 -1.84 -1.93  0.279
H: 2.07 -0.12 -2.07  0.405
H: 0.84 -1.78 2.15  0.271
H: -1.57 -0.23 1.21  0.300
H: -3.10 -1.02 1.30  0.419
H: -1.88 -1.46 -1.29  0.229
H: -2.04 0.25 -0.97  0.450
H: -4.21 -1.88 -0.94  0.382
H: -3.97 -0.65 -2.15  0.392
H: -4.23 1.29 0.15  0.138
B: 0.79 4.71 -0.07  0.584
F: 0.37 5.66 -1.01  -0.391
F: 0.66 5.23 1.23  -0.405
F: -0.02 3.55 -0.19  -0.368
F: 2.13 4.36 -0.31  -0.413

As for the total charge: -1. Its molar mass is 294.18 g/mol. The HOMO energy comes out at -0.2630 Eh.

Record 5
Entry from the Open Molecules 2025 dataset: 2 unconnected molecules or ions with the total composition C7H17BrFNO5P3 (ωB97M-V/def2-TZVPD).

Last column: Mulliken charge in e.
Positions of all 35 atoms, in Å:
C: -1.01 -2.82 -3.07  -1.617
C: -1.20 -2.06 -1.78  1.214
F: -0.95 -3.12 -0.74  -0.425
O: -2.43 -1.63 -1.52  -0.604
P: -2.38 -0.48 -0.08  -0.324
O: -0.59 -0.40 -0.25  -0.135
C: -0.12 -1.03 -1.41  0.498
P: 0.22 0.35 -2.68  0.042
O: 1.65 0.87 -2.08  -0.471
O: -0.76 1.56 -2.22  -0.407
P: 1.45 -2.05 -1.11  0.046
O: 2.22 -0.98 -0.10  -0.365
Br: 2.58 -1.89 -3.11  -0.328
H: -1.97 -3.23 -3.37  0.411
H: -0.34 -3.66 -2.91  0.402
H: -0.60 -2.20 -3.86  0.311
H: -3.83 -0.55 0.01  0.020
H: -2.55 0.57 -1.03  -0.063
H: -2.27 0.52 0.97  0.029
H: -2.30 -1.58 0.83  -0.032
H: 1.58 1.19 -1.16  0.266
H: -0.32 2.14 -1.60  0.306
H: 3.12 -0.91 -0.44  0.285
C: 1.62 1.78 3.94  -1.181
C: 0.27 1.72 3.23  -0.578
C: 0.39 1.41 1.74  0.579
C: 1.16 2.43 1.04  0.210
N: 1.76 3.25 0.49  -0.593
H: 2.24 2.58 3.54  0.323
H: 1.49 1.96 5.01  0.373
H: 2.16 0.84 3.82  0.298
H: -0.25 2.67 3.37  0.329
H: -0.35 0.94 3.69  0.374
H: -0.60 1.36 1.28  -0.352
H: 0.87 0.45 1.57  0.160

As for the total charge: -1. Its molar mass is 387.04 g/mol. The HOMO energy comes out at -0.1697 Eh.

Record 6
Entry from the Open Molecules 2025 dataset: 2 unconnected molecules or ions with the total composition C7H17ClNOPS (ωB97M-V/def2-TZVPD).

Last column: Mulliken charge in e.
Positions of all 29 atoms, in Å:
C: 0.60 3.79 1.05  -0.732
C: 0.40 2.95 2.24  0.065
N: 0.41 1.68 2.42  -0.418
P: 0.09 0.58 1.08  0.227
Cl: -1.90 0.48 1.52  -0.267
O: 0.72 -0.82 1.58  -0.201
C: 1.67 -1.24 2.54  -0.126
C: 0.91 -1.96 3.61  -1.223
H: 0.51 3.03 0.25  0.217
H: -0.09 4.65 0.86  0.293
H: 1.54 4.20 1.27  0.249
H: 0.53 3.57 3.13  0.335
H: 2.21 -2.07 2.03  0.232
H: 2.23 -0.40 2.96  0.308
H: 1.49 -2.44 4.26  0.475
H: 0.24 -1.27 4.08  0.308
H: 0.29 -2.79 3.17  0.254
C: -0.16 -1.79 -4.06  -1.067
C: -1.46 -1.60 -3.32  -0.078
C: -1.25 -0.60 -2.26  -0.712
S: -0.93 1.16 -2.95  -0.211
H: 0.40 -0.76 -4.11  0.232
H: 0.56 -2.41 -3.52  0.305
H: -0.30 -2.06 -5.09  0.329
H: -1.77 -2.57 -2.74  0.236
H: -2.39 -1.39 -3.87  0.307
H: -2.14 -0.56 -1.57  0.428
H: -0.20 -0.87 -1.74  0.119
H: -2.22 1.52 -2.84  0.117

As for the total charge: 0. For the energy above the lowest of the compared OMol25 structures with the same formula, charge and spin, the calculation gives 23.56 kcal/mol. As for the SMILES: C/C=N\P(Cl)OCC.CCCS. Its molar mass is 229.71 g/mol. The HOMO energy comes out at -0.3072 Eh.

Looking at max |F| for the records above, in order, we have 4.63, 4.89, 0.84, 2.44, 2.23, 4.18 eV Å⁻¹.
Looking at orbital gap for the records above, in order, we have 10.57, 4.05, 9.00, 9.79, 7.43, 9.08 eV.
Looking at LUMO for the records above, in order, we have 0.0329, -0.3275, 0.0588, 0.0968, 0.1032, 0.0265 hartree.